Entry 1:
Here is a 7-piece molecular cluster, C38H38N4O6 overall from OMol25. Energies are from ωB97M-V/def2-TZVPD.

The geometry in XYZ format:
```
86
Properties=species:S:1:pos:R:3:lowdin_charge:R:1
O 2.913 0.811 -6.339 0.00
C 2.360 1.727 -5.427 -0.33
C 2.749 1.644 -4.074 0.03
C 2.555 2.828 -3.192 0.01
C 2.121 4.047 -3.726 -0.36
O 2.149 5.116 -2.936 0.05
C 1.742 4.040 -5.119 0.00
C 1.869 2.906 -5.916 -0.03
H 2.179 0.428 -6.868 0.12
H 3.158 0.703 -3.649 0.11
H 2.808 2.862 -2.086 0.12
H 1.411 5.692 -3.223 0.13
H 1.437 4.955 -5.372 0.06
H 1.651 3.263 -6.917 0.12
O 0.432 3.676 -0.061 0.02
C -0.205 4.454 0.774 -0.39
C 0.174 5.837 0.976 0.04
C -0.689 6.694 2.003 0.03
C -1.785 6.081 2.620 -0.35
O -2.416 6.689 3.658 0.07
C -2.112 4.718 2.357 0.02
C -1.311 3.881 1.472 0.03
H 1.218 4.252 -0.460 0.16
H 1.024 6.428 0.507 0.11
H -0.308 7.649 2.309 0.09
H -2.728 6.022 4.161 0.04
H -2.975 4.252 2.710 0.08
H -1.560 2.929 1.463 0.04
O 5.487 0.210 0.285 -0.01
C 4.955 -0.668 -0.621 -0.39
C 5.793 -1.037 -1.658 0.02
C 5.191 -1.894 -2.824 0.06
C 3.938 -2.575 -2.591 -0.30
O 3.223 -3.398 -3.530 0.01
C 3.285 -2.294 -1.425 -0.03
C 3.840 -1.420 -0.343 0.00
H 6.456 0.594 0.202 0.17
H 6.870 -0.736 -1.916 0.13
H 5.747 -2.106 -3.669 0.06
H 2.676 -3.994 -3.038 0.07
H 2.296 -2.827 -1.177 0.13
H 3.181 -1.095 0.382 0.07
C 0.653 0.303 1.108 0.01
C 1.091 0.525 -0.239 -0.09
C 0.563 -0.139 -1.232 -0.16
N -0.356 -1.095 -0.995 0.08
C -0.762 -1.405 0.254 -0.13
C -0.294 -0.696 1.305 -0.08
H 0.991 0.771 1.924 0.07
H 1.785 1.200 -0.389 0.04
H 0.932 -0.103 -2.256 0.11
H -1.561 -2.004 0.216 0.06
H -0.480 -0.998 2.245 0.05
C -4.929 -1.717 2.944 -0.08
C -4.871 -0.552 2.221 -0.05
C -3.791 0.480 2.303 -0.10
N -2.942 0.306 3.243 0.02
C -2.944 -0.713 4.066 -0.15
C -3.914 -1.754 3.978 -0.03
H -5.668 -2.386 2.705 0.07
H -5.511 -0.407 1.390 0.07
H -3.597 1.317 1.703 0.08
H -2.353 -0.460 4.774 0.04
H -4.137 -2.727 4.732 0.16
C -7.122 -2.945 -1.049 -0.05
C -6.920 -4.280 -0.926 -0.04
C -5.648 -4.731 -0.670 -0.08
N -4.547 -3.923 -0.710 0.09
C -4.800 -2.634 -0.740 -0.16
C -6.056 -2.106 -0.991 -0.06
H -8.092 -2.702 -1.370 0.10
H -7.523 -4.876 -0.885 -0.02
H -5.673 -5.704 -0.475 0.07
H -4.040 -1.917 -0.596 0.09
H -6.118 -1.134 -1.168 0.06
C 1.615 -3.430 2.620 -0.10
C 2.822 -3.690 2.008 -0.07
C 3.903 -4.154 2.790 -0.11
N 3.809 -4.309 4.173 0.06
C 2.550 -4.006 4.718 -0.11
C 1.394 -3.596 3.987 -0.05
H 0.803 -3.203 1.955 0.08
H 3.171 -3.677 0.890 0.12
H 4.831 -4.383 2.500 0.05
H 2.480 -4.176 5.730 0.06
H 0.453 -3.517 4.488 0.09
```

Values from the calculation:
Total energy (a.u.): -2140.82387
LUMO energy (eV): 0.49
HOMO (eV): -8.04
Total charge: 0
Energy relative to the best compared isomer or geometry (same formula, charge and spin) (kJ/mol): 135.6

=====

Entry 2:
Here is C38H38N6O5S2V as an isolated structure from OMol25. Energies are from ωB97M-V/def2-TZVPD.

The geometry in XYZ format:
```
90
Properties=species:S:1:pos:R:3:lowdin_charge:R:1
V 0.254 -0.783 -0.125 0.76
C -0.066 -0.382 -3.040 -0.17
C -1.312 -1.265 -3.129 -0.09
C -1.639 -2.236 -2.010 -0.24
C -2.224 -3.451 -2.350 -0.02
C -2.671 -4.304 -1.359 -0.05
C -2.572 -3.892 -0.042 -0.04
C -1.988 -2.671 0.222 -0.09
N -1.480 -1.866 -0.728 0.05
N 0.029 0.506 -1.851 -0.19
C -1.151 1.423 -1.848 -0.09
C -1.330 2.502 -0.778 -0.26
C -2.640 2.847 -0.456 -0.04
C -2.865 3.839 0.480 -0.05
C -1.781 4.453 1.087 -0.06
C -0.516 4.060 0.693 -0.12
N -0.295 3.126 -0.233 0.11
C 1.317 1.254 -1.951 -0.10
C 2.454 0.489 -1.338 -0.23
C 3.727 0.480 -1.872 -0.01
C 4.757 -0.141 -1.177 -0.06
C 4.480 -0.688 0.061 -0.04
C 3.177 -0.652 0.527 -0.10
N 2.159 -0.128 -0.171 0.03
H -0.043 0.236 -3.945 0.12
H 0.814 -1.017 -3.034 0.11
H -1.208 -1.843 -4.046 0.12
H -2.195 -0.635 -3.262 0.12
H -2.333 -3.715 -3.394 0.11
H -3.107 -5.263 -1.614 0.11
H -2.934 -4.506 0.772 0.11
H -1.909 -2.310 1.236 0.12
H -2.026 0.786 -1.749 0.10
H -1.210 1.925 -2.824 0.14
H -3.475 2.329 -0.916 0.12
H -3.879 4.124 0.737 0.11
H -1.913 5.219 1.840 0.10
H 0.373 4.507 1.129 0.11
H 1.206 2.149 -1.348 0.11
H 1.532 1.541 -2.985 0.13
H 3.911 0.961 -2.826 0.11
H 5.762 -0.171 -1.584 0.11
H 5.252 -1.154 0.661 0.11
H 2.930 -1.036 1.505 0.12
O -3.547 0.213 0.596 0.03
C -3.617 0.351 1.937 -0.27
C -4.882 0.252 2.517 -0.03
C -5.042 0.408 3.879 -0.10
C -3.943 0.689 4.685 -0.10
C -2.688 0.793 4.115 -0.03
C -2.488 0.615 2.741 -0.06
C -1.095 0.705 2.178 -0.37
O -0.928 0.322 0.924 -0.20
N -0.229 1.209 2.999 0.01
N 1.042 1.403 2.501 -0.05
C 1.764 2.044 3.320 -0.93
S 1.143 2.623 4.888 0.89
C 2.734 3.329 5.412 -0.55
C 3.459 3.818 4.174 -0.55
S 3.440 2.462 2.973 0.87
H -2.585 0.250 0.389 0.05
H -5.727 0.054 1.867 0.11
H -6.030 0.318 4.317 0.10
H -4.069 0.827 5.753 0.10
H -1.817 1.014 4.718 0.10
H 3.311 2.564 5.927 0.07
H 2.521 4.149 6.101 0.07
H 4.499 4.078 4.371 0.07
H 2.947 4.674 3.736 0.07
C 4.663 -4.876 -3.472 -0.08
O 4.731 -5.227 -2.099 -0.07
C 3.823 -4.662 -1.280 -0.29
C 3.919 -5.050 0.079 -0.02
C 3.038 -4.531 0.976 -0.03
C 2.045 -3.583 0.615 -0.10
C 1.175 -3.018 1.607 -0.36
C 1.039 -3.626 2.977 0.01
O 0.485 -1.990 1.417 -0.08
C 1.974 -3.161 -0.762 -0.31
O 1.138 -2.288 -1.201 -0.13
C 2.870 -3.766 -1.690 0.05
H 5.451 -5.433 -3.966 0.09
H 4.826 -3.807 -3.616 0.09
H 3.699 -5.152 -3.904 0.10
H 4.687 -5.756 0.372 0.11
H 3.134 -4.829 2.013 0.11
H 1.463 -4.623 3.065 0.07
H -0.022 -3.663 3.226 0.09
H 1.512 -2.961 3.706 0.10
H 2.783 -3.444 -2.718 0.11
```

Values from the calculation:
Total energy (a.u.): -3916.06924
LUMO energy (spin up / spin down) (eV): 0.48 / 0.48
HOMO (spin up / spin down) (eV): -5.58 / -7.08
Total charge: 0
Spin multiplicity: 4
Energy relative to the best compared isomer or geometry (same formula, charge and spin) (kJ/mol): 53.7

=====

Entry 3:
Here is C38H39AsN6RuS2 as an isolated structure from OMol25. Energies are from ωB97M-V/def2-TZVPD.

The geometry in XYZ format:
```
87
Properties=species:S:1:pos:R:3:lowdin_charge:R:1
Ru 0.046 -0.070 -0.153 1.07
S 1.997 0.023 1.401 0.56
C 3.551 -0.193 0.586 -0.70
C 4.657 -0.621 1.320 -0.12
C 5.886 -0.780 0.701 -0.07
C 6.043 -0.522 -0.656 -0.08
C 4.954 -0.089 -1.396 -0.09
C 3.723 0.077 -0.775 -0.43
As 2.146 0.694 -1.658 1.26
C 2.245 2.620 -1.415 -0.38
C 1.466 3.473 -2.195 -0.13
C 1.428 4.832 -1.921 -0.07
C 2.161 5.349 -0.861 -0.08
C 2.939 4.503 -0.083 -0.07
C 2.984 3.143 -0.357 -0.10
C 2.386 0.411 -3.548 -0.39
C 2.959 1.363 -4.384 -0.10
C 3.082 1.102 -5.743 -0.07
C 2.644 -0.109 -6.261 -0.08
C 2.079 -1.062 -5.424 -0.08
C 1.941 -0.800 -4.068 -0.12
H 4.545 -0.832 2.376 0.10
H 6.733 -1.117 1.285 0.11
H 7.005 -0.658 -1.130 0.11
H 5.058 0.116 -2.455 0.10
H 0.891 3.074 -3.020 0.07
H 0.830 5.489 -2.540 0.11
H 2.134 6.410 -0.648 0.11
H 3.520 4.902 0.739 0.11
H 3.590 2.491 0.259 0.10
H 3.306 2.308 -3.983 0.10
H 3.528 1.841 -6.395 0.11
H 2.748 -0.312 -7.319 0.11
H 1.739 -2.007 -5.828 0.10
H 1.472 -1.526 -3.414 0.08
N -2.113 0.048 2.893 0.13
C -1.664 1.287 2.491 -0.31
C -2.148 2.398 3.211 0.00
C -1.708 3.655 2.887 -0.04
C -0.782 3.810 1.852 -0.04
C -0.383 2.685 1.181 -0.16
N -0.830 1.440 1.465 -0.01
C -1.672 -1.252 2.639 -0.29
C -2.293 -2.280 3.361 -0.01
C -1.830 -3.564 3.203 -0.05
C -0.764 -3.802 2.337 -0.05
C -0.242 -2.734 1.649 -0.16
N -0.692 -1.476 1.782 0.01
H -2.777 0.094 3.648 0.14
H -2.842 2.244 4.027 0.12
H -2.066 4.512 3.441 0.12
H -0.388 4.775 1.572 0.11
H 0.325 2.755 0.363 0.08
H -3.109 -2.058 4.036 0.12
H -2.286 -4.376 3.753 0.12
H -0.358 -4.792 2.194 0.11
H 0.570 -2.862 0.946 0.09
C -0.610 2.823 -5.811 -0.08
C -0.927 1.458 -5.202 -0.22
C -1.383 1.548 -3.781 -0.59
N -0.683 1.137 -2.790 -0.02
N -1.275 1.338 -1.563 -0.09
C -2.439 1.925 -1.659 -0.68
N -3.215 2.254 -0.605 0.13
S -2.897 2.264 -3.292 1.13
H -0.342 2.716 -6.861 0.08
H 0.228 3.294 -5.295 0.07
H -1.466 3.498 -5.752 0.07
H -0.038 0.824 -5.189 0.09
H -1.684 0.941 -5.795 0.12
H -2.959 1.903 0.303 0.08
H -4.169 2.529 -0.748 0.10
C -2.480 -4.278 -2.674 -0.05
C -1.354 -3.384 -3.209 -0.63
C -0.156 -4.251 -3.617 -0.04
C -1.856 -2.584 -4.422 -0.04
C -0.944 -2.437 -2.162 -0.14
C -0.613 -1.659 -1.279 -0.19
H -2.784 -4.987 -3.447 0.09
H -3.348 -3.683 -2.389 0.09
H -2.148 -4.841 -1.802 0.09
H -0.461 -4.961 -4.389 0.09
H 0.227 -4.813 -2.765 0.09
H 0.656 -3.641 -4.017 0.07
H -2.158 -3.267 -5.219 0.09
H -1.073 -1.928 -4.803 0.07
H -2.717 -1.971 -4.148 0.09
```

Values from the calculation:
Total energy (a.u.): -4926.72609
LUMO energy (spin up / spin down) (eV): -2.09 / -3.61
HOMO (spin up / spin down) (eV): -9.35 / -9.88
Total charge: +1
Spin multiplicity: 6
Energy relative to the best compared isomer or geometry (same formula, charge and spin) (kJ/mol): 0.0

=====

Entry 4:
Here is C38H39Br4GdO2P2S2Si2 as an isolated structure from OMol25. Energies are from ωB97M-V/def2-TZVPD.

The geometry in XYZ format:
```
90
Properties=species:S:1:pos:R:3:lowdin_charge:R:1
Gd 1.121 0.634 -1.047 1.20
S 2.547 -0.098 1.121 0.24
P 0.921 -1.288 1.513 0.44
C -0.278 -1.130 0.288 -0.67
P -0.632 -2.234 -0.895 0.32
S 0.500 -2.251 -2.573 0.19
C -0.708 -4.048 -0.348 -0.30
C -1.455 -4.416 0.743 -0.09
C -1.518 -5.778 1.173 -0.11
C -0.905 -6.799 0.506 -0.12
C -0.065 -6.412 -0.554 -0.11
C 0.026 -5.094 -0.962 -0.12
C -2.433 -2.111 -1.251 -0.32
C -3.005 -2.552 -2.436 -0.07
C -4.417 -2.570 -2.612 -0.08
C -5.209 -2.044 -1.619 -0.12
C -4.633 -1.645 -0.425 -0.10
C -3.267 -1.627 -0.247 -0.12
C 1.586 -2.951 1.880 -0.35
C 2.426 -3.513 0.941 -0.10
C 2.936 -4.790 1.171 -0.09
C 2.637 -5.538 2.314 -0.08
C 1.741 -4.932 3.233 -0.09
C 1.264 -3.649 3.004 -0.10
C 0.227 -0.686 3.082 -0.38
C 0.940 0.099 3.964 -0.09
C 0.328 0.689 5.101 -0.06
C -1.042 0.485 5.297 -0.10
C -1.725 -0.354 4.437 -0.10
C -1.099 -0.914 3.334 -0.11
H -2.018 -3.750 1.339 0.08
H -2.102 -5.976 2.097 0.10
H -0.933 -7.868 0.758 0.10
H 0.516 -7.188 -1.037 0.09
H 0.800 -4.806 -1.707 0.07
H -2.381 -2.941 -3.210 0.08
H -4.891 -2.785 -3.602 0.11
H -6.254 -1.929 -1.667 0.08
H -5.213 -1.216 0.410 0.11
H -2.906 -1.126 0.590 0.06
H 2.572 -2.984 0.008 0.09
H 3.685 -5.195 0.483 0.10
H 2.999 -6.546 2.461 0.09
H 1.534 -5.418 4.182 0.09
H 0.554 -3.203 3.730 0.11
H 1.987 0.244 3.860 0.07
H 0.903 1.239 5.790 0.08
H -1.626 0.881 6.108 0.09
H -2.773 -0.550 4.638 0.10
H -1.685 -1.480 2.550 0.10
Br 1.133 3.843 -7.735 0.62
C 1.726 3.099 -6.085 -0.76
C 3.066 2.999 -5.730 -0.77
Br 4.353 3.680 -6.972 0.61
C 3.445 2.474 -4.521 -0.61
Br 5.344 2.442 -4.094 0.64
C 2.571 1.952 -3.585 -0.45
O 2.898 1.500 -2.414 -0.26
C 1.141 2.044 -3.920 -0.47
O 0.358 1.565 -3.026 -0.27
C 0.761 2.587 -5.159 -0.64
Br -1.101 2.493 -5.503 0.70
C -2.107 1.857 -0.782 -0.20
Si -1.164 3.035 0.305 0.37
C -1.604 2.955 2.119 -0.17
C -1.808 4.714 -0.387 -0.18
C 0.660 2.735 0.174 -0.49
Si 1.636 4.288 -0.136 0.39
C 1.399 5.587 1.273 -0.19
C 1.362 5.119 -1.817 -0.15
C 3.476 3.875 -0.024 -0.19
H -3.194 1.640 -0.671 0.04
H -1.781 0.826 -0.480 -0.01
H -1.961 2.090 -1.825 0.02
H -2.674 2.908 2.308 0.02
H -1.116 3.775 2.639 0.02
H -1.113 2.071 2.544 0.01
H -2.888 4.546 -0.488 0.02
H -1.418 4.922 -1.363 0.00
H -1.716 5.488 0.350 0.00
H 1.042 2.478 1.221 0.00
H 0.376 5.999 1.156 0.01
H 2.169 6.334 1.119 0.01
H 1.501 5.004 2.213 0.03
H 2.211 5.815 -1.984 0.04
H 0.483 5.688 -1.939 -0.01
H 1.536 4.446 -2.670 0.03
H 3.619 3.208 0.854 0.03
H 4.076 4.761 0.068 0.00
H 3.724 3.271 -0.951 0.03
```

Values from the calculation:
Total energy (a.u.): -14741.91764
LUMO energy (spin up / spin down) (eV): 3.95 / 3.96
HOMO (spin up / spin down) (eV): -1.96 / -1.97
Total charge: -2
Spin multiplicity: 8